(1)
# C7H21N2Si

A 2-piece molecular cluster, C7H21N2Si overall (wB97M-V/def2-TZVPD, OMol25).

## Properties
E, eV: -18444.4586
Kohn-Sham gap, Ha: 0.1963

Structure (ORCA input):
```
! wB97M-V def2-TZVPD RIJCOSX def2/J DEFGRID3
* xyz 1 1
C 1.3239 -1.9832 0.2258
C 5.0376 0.7575 0.2960
C -3.7583 1.3079 1.0152
C -4.6829 -0.4891 -0.5407
C 2.4145 -1.2820 -0.6376
C 3.5859 0.4914 0.7784
C -2.1975 0.2368 -0.5661
N 2.5176 0.1136 -0.1548
N -3.4594 0.1382 0.1542
Si 1.4612 1.3047 -0.7379
H 1.2505 -2.9602 -0.0754
H 1.4909 -2.1070 1.2064
H 0.4466 -1.5137 0.1458
H 5.6630 1.3007 0.9930
H 5.5344 -0.2718 0.1469
H 4.9536 1.2422 -0.5735
H -3.8166 2.1419 0.3609
H -4.7291 0.9780 1.6514
H -2.9865 1.5539 1.6407
H -5.4777 -0.9819 -0.0015
H -5.0620 0.3126 -1.2839
H -4.3296 -1.2368 -1.1183
H 3.4520 -1.8738 -0.4781
H 2.2072 -1.1821 -1.6186
H 3.7768 -0.0625 1.6637
H 3.1158 1.3460 1.2781
H -1.9163 -0.7622 -0.8095
H -2.0934 0.6717 -1.4956
H -3.4385 -0.5923 0.8740
H 0.2559 0.7558 -1.3400
H 1.6206 2.7584 -0.4177
*
```

=====

(2)
# C3H4N2O

The molecule C3H4N2O (wB97M-V/def2-TZVPD, OMol25).

## Properties
E, eV: -8199.5568
Kohn-Sham gap, Ha: 0.2997

Structure (ORCA input):
```
! wB97M-V def2-TZVPD RIJCOSX def2/J DEFGRID3
* xyz 0 1
O -1.4201 -0.3491 -1.9118
C -0.6465 -0.2177 -0.8102
N 0.0147 0.9264 -0.6174
N 0.6323 0.8366 0.5282
C 0.4439 -0.4987 1.0840
C -0.4712 -1.2171 0.1763
H -1.3576 0.4668 -2.4259
H 1.3518 1.5116 0.7256
H 0.0367 -0.4514 2.1013
H 1.4160 -1.0074 1.1499
*
```

=====

(3)
# C3H7NO

A 2-piece molecular cluster, C3H7NO overall (wB97M-V/def2-TZVPD, OMol25).

## Properties
E, eV: -6760.0996
SMILES: CC=O.C=N
Kohn-Sham gap, Ha: 0.3902

Structure (ORCA input):
```
! wB97M-V def2-TZVPD RIJCOSX def2/J DEFGRID3
* xyz 0 1
C -1.6157 2.2264 -0.2778
N -1.1951 1.0654 0.0366
H -1.3481 3.1427 0.4193
H -2.0851 2.5282 -1.2153
H -1.4949 0.3612 -0.7302
O -0.0698 -1.4929 0.8552
C 0.9207 -0.8104 0.5037
C 1.8069 -1.0799 -0.7980
H 1.2005 0.0313 1.1639
H 1.4940 -2.1239 -1.0815
H 1.6144 -0.3787 -1.5910
H 2.8709 -1.0922 -0.6313
*
```

=====

ΔE to the lowest compared entry with this formula, charge and spin readings, ordered: 143.11 99.82 61.13 kcal per mole
Highest occupied orbital energy readings, ordered: -9.89 -8.66 -9.63 eV